{"formula": "C51H113N5O11", "method": "the ωB97M-V functional and the def2-TZVPD basis", "species": ["C", "C", "C", "C", "C", "C", "C", "C", "C", "N", "O", "H", "H", "H", "H", "H", "H", "H", "H", "H", "H", "H", "H", "H", "H", "H", "H", "H", "H", "H", "C", "C", "C", "C", "C", "C", "C", "C", "C", "N", "O", "H", "H", "H", "H", "H", "H", "H", "H", "H", "H", "H", "H", "H", "H", "H", "H", "H", "H", "H", "C", "C", "C", "C", "C", "C", "C", "C", "C", "N", "O", "H", "H", "H", "H", "H", "H", "H", "H", "H", "H", "H", "H", "H", "H", "H", "H", "H", "H", "H", "C", "C", "C", "C", "C", "C", "C", "C", "C", "N", "O", "H", "H", "H", "H", "H", "H", "H", "H", "H", "H", "H", "H", "H", "H", "H", "H", "H", "H", "H", "C", "C", "C", "C", "C", "C", "C", "C", "C", "N", "O", "H", "H", "H", "H", "H", "H", "H", "H", "H", "H", "H", "H", "H", "H", "H", "H", "H", "H", "H", "O", "C", "C", "O", "H", "H", "H", "H", "H", "H", "O", "C", "C", "O", "H", "H", "H", "H", "H", "H", "O", "C", "C", "O", "H", "H", "H", "H", "H", "H"], "xyz": [[8.11, -11.34, 20.70], [9.43, -11.70, 19.98], [10.35, -10.49, 20.22], [10.02, -12.89, 20.97], [9.66, -14.29, 20.48], [9.91, -14.49, 18.95], [9.29, -13.41, 18.00], [10.33, -13.39, 16.80], [7.87, -13.88, 17.67], [9.30, -11.97, 18.53], [8.78, -10.95, 17.74], [8.23, -10.97, 21.72], [7.58, -10.54, 20.19], [7.41, -12.17, 20.81], [11.26, -10.56, 19.62], [9.84, -9.60, 19.84], [10.55, -10.39, 21.28], [11.11, -12.83, 20.88], [9.69, -12.94, 22.00], [10.13, -15.08, 21.06], [8.59, -14.43, 20.64], [9.73, -15.52, 18.64], [10.99, -14.61, 18.86], [11.37, -13.11, 16.95], [10.05, -12.76, 15.95], [10.25, -14.26, 16.14], [7.79, -14.96, 17.62], [7.49, -13.43, 16.75], [7.19, -13.53, 18.45], [9.57, -10.57, 17.34], [6.03, -28.86, 8.67], [6.70, -28.58, 7.31], [7.48, -27.28, 7.49], [7.67, -29.74, 7.13], [8.48, -29.87, 5.77], [7.43, -29.83, 4.63], [6.38, -28.66, 4.80], [6.96, -27.32, 4.32], [5.24, -29.18, 3.93], [5.82, -28.65, 6.11], [4.69, -27.74, 6.19], [6.76, -29.02, 9.46], [5.42, -27.98, 8.88], [5.35, -29.70, 8.74], [8.27, -27.17, 6.75], [6.80, -26.43, 7.39], [7.95, -27.15, 8.46], [8.30, -29.67, 8.02], [7.20, -30.72, 7.19], [9.12, -29.02, 5.50], [9.22, -30.67, 5.76], [7.03, -30.84, 4.59], [7.77, -29.51, 3.64], [7.79, -26.85, 4.85], [6.25, -26.49, 4.31], [7.43, -27.34, 3.34], [4.99, -30.22, 4.17], [5.51, -29.01, 2.89], [4.28, -28.66, 3.96], [3.97, -28.28, 6.52], [15.44, -23.63, 8.78], [16.86, -23.23, 9.32], [17.41, -24.32, 10.23], [17.66, -23.00, 7.99], [19.02, -22.23, 8.27], [18.70, -20.84, 8.90], [17.67, -20.95, 10.09], [18.61, -21.36, 11.20], [17.10, -19.48, 10.33], [16.60, -21.91, 9.92], [15.69, -21.98, 10.98], [14.94, -22.77, 8.34], [15.46, -24.39, 8.00], [14.75, -24.00, 9.55], [18.35, -24.04, 10.72], [16.74, -24.56, 11.05], [17.40, -25.28, 9.72], [17.85, -24.01, 7.61], [17.17, -22.40, 7.23], [19.69, -22.81, 8.90], [19.40, -22.29, 7.25], [18.29, -20.22, 8.10], [19.62, -20.31, 9.13], [18.12, -21.50, 12.16], [19.20, -20.48, 11.44], [19.38, -22.11, 11.02], [16.28, -19.48, 9.62], [17.73, -18.65, 10.00], [16.73, -19.32, 11.34], [14.91, -21.60, 10.58], [10.85, -16.78, 4.13], [9.94, -17.88, 4.81], [10.05, -19.17, 3.98], [10.52, -18.03, 6.29], [9.58, -18.88, 7.18], [8.23, -18.27, 7.24], [7.56, -17.98, 5.78], [6.82, -19.29, 5.22], [6.53, -16.81, 6.08], [8.60, -17.39, 4.91], [8.14, -17.03, 3.71], [11.91, -16.91, 4.36], [11.04, -17.03, 3.09], [10.62, -15.73, 4.31], [9.69, -19.05, 2.96], [11.07, -19.54, 3.92], [9.54, -20.00, 4.48], [11.45, -18.60, 6.31], [10.76, -17.09, 6.79], [9.39, -19.83, 6.69], [9.95, -19.03, 8.20], [8.20, -17.36, 7.84], [7.74, -19.00, 7.89], [7.16, -20.09, 5.88], [6.97, -19.33, 4.14], [5.82, -19.08, 5.59], [7.09, -16.06, 6.63], [5.67, -17.21, 6.61], [6.14, -16.52, 5.10], [8.02, -16.09, 3.86], [16.76, -23.33, 23.30], [18.07, -24.08, 23.02], [17.98, -25.20, 21.91], [19.08, -23.00, 22.46], [19.69, -22.05, 23.42], [20.43, -22.78, 24.60], [19.57, -23.82, 25.24], [20.62, -24.76, 26.03], [18.76, -23.03, 26.35], [18.78, -24.57, 24.21], [18.20, -25.68, 24.72], [16.40, -22.53, 22.64], [16.08, -24.18, 23.25], [16.71, -22.95, 24.32], [17.83, -26.14, 22.44], [17.16, -25.06, 21.20], [18.93, -25.31, 21.39], [19.87, -23.58, 21.98], [18.61, -22.51, 21.61], [20.35, -21.34, 22.92], [18.97, -21.34, 23.82], [20.80, -21.96, 25.22], [21.31, -23.25, 24.16], [20.76, -25.67, 25.46], [20.33, -25.12, 27.02], [21.68, -24.52, 26.10], [19.18, -22.48, 27.20], [18.15, -23.71, 26.95], [18.04, -22.34, 25.93], [18.85, -26.35, 24.48], [1.49, -23.74, 14.39], [1.97, -23.00, 15.52], [2.92, -21.89, 15.03], [3.79, -22.38, 14.05], [1.90, -24.59, 14.27], [1.20, -22.75, 16.25], [2.56, -23.65, 16.17], [3.53, -21.59, 15.87], [2.36, -21.00, 14.74], [3.29, -22.88, 13.41], [11.08, -24.26, 15.60], [10.20, -23.37, 14.91], [10.29, -21.92, 15.52], [9.37, -21.21, 14.82], [11.98, -24.18, 15.27], [10.41, -23.34, 13.85], [9.20, -23.81, 14.92], [11.32, -21.57, 15.47], [10.00, -21.88, 16.57], [8.54, -21.69, 14.76], [9.89, -28.30, 20.28], [10.68, -29.25, 21.01], [9.90, -30.21, 22.03], [9.10, -31.24, 21.31], [10.45, -27.72, 19.74], [10.91, -30.02, 20.27], [11.61, -28.81, 21.39], [9.29, -29.53, 22.63], [10.76, -30.69, 22.50], [8.17, -31.18, 21.55]], "mulliken_charge": [-1.8603, 1.2500, -1.8393, -0.9093, -0.8992, -1.3574, 1.4001, -1.8367, -1.6547, 0.5182, -0.4645, 0.4500, 0.4001, 0.3561, 0.4174, 0.4219, 0.3977, 0.3969, 0.3785, 0.4371, 0.3214, 0.5621, 0.4138, 0.3803, 0.4421, 0.4515, 0.3377, 0.3798, 0.3640, 0.3446, -1.9713, 1.7769, -1.6851, -1.3899, -0.7478, -1.2550, 1.5554, -1.6472, -1.9021, 0.1955, -0.5054, 0.4094, 0.4432, 0.4072, 0.2735, 0.3852, 0.4141, 0.5290, 0.3602, 0.2968, 0.4276, 0.3921, 0.5010, 0.3173, 0.3853, 0.4379, 0.4310, 0.4287, 0.4002, 0.3362, -1.9651, 1.3562, -1.5688, -1.1597, -0.7000, -1.3302, 1.4406, -1.8938, -1.7666, 0.5011, -0.4634, 0.4164, 0.4154, 0.3877, 0.2532, 0.3817, 0.4201, 0.5349, 0.3927, 0.3077, 0.3915, 0.4414, 0.4705, 0.3326, 0.5450, 0.3477, 0.4866, 0.3638, 0.3253, 0.3355, -1.7648, 1.2363, -1.8687, -1.0166, -0.5943, -1.1227, 1.0834, -1.5316, -1.8141, 0.3753, -0.4752, 0.4365, 0.3857, 0.3607, 0.4079, 0.4255, 0.3961, 0.4674, 0.4077, 0.2141, 0.4184, 0.4181, 0.3467, 0.3623, 0.3039, 0.4388, 0.4462, 0.4138, 0.4702, 0.3731, -1.5489, 1.3346, -1.6267, -1.2659, -0.8098, -1.2490, 1.5716, -1.6752, -1.7917, 0.2872, -0.4942, 0.2738, 0.4632, 0.3019, 0.4121, 0.3543, 0.3804, 0.3704, 0.5080, 0.4197, 0.3435, 0.3891, 0.4457, 0.3869, 0.3581, 0.3742, 0.4077, 0.4321, 0.3052, 0.3416, -0.5580, -0.3640, -0.2897, -0.5020, 0.3075, 0.3300, 0.2311, 0.2692, 0.2449, 0.3305, -0.5354, -0.5388, -0.1917, -0.5117, 0.3064, 0.3090, 0.3554, 0.2677, 0.2286, 0.3109, -0.5198, -0.4148, -0.2926, -0.5179, 0.3014, 0.2527, 0.3594, 0.2849, 0.2441, 0.3029], "smiles": "CC1(C)CCCC(C)(C)N1O.CC1(C)CCCC(C)(C)N1O.CC1(C)CCCC(C)(C)N1O.CC1(C)CCCC(C)(C)N1O.CC1(C)CCCC(C)(C)N1O.OCCO.OCCO.OCCO", "largest_force_ev_per_a": 3.99, "e_above_lowest_kcal_mol": 167.69, "homo_lumo_gap_ev": 8.22}